Formula: C29H30AuGeN5OP
Source: the OMol25 dataset
Level of theory: ωB97M-V with the def2-TZVPD basis set

The geometry in XYZ format:
```
68
C29H30AuGeN5OP ωB97M-V with the def2-TZVPD basis set
Au -0.1443 0.9003 -0.2294
O -0.4921 -0.0721 2.5152
C -0.1898 -0.3769 1.3055
C 0.1128 -1.8245 1.1567
C 0.0069 -2.6460 2.2881
C 0.2651 -4.0001 2.2080
C 0.6353 -4.5540 0.9891
C 0.7475 -3.7537 -0.1349
C 0.4945 -2.3872 -0.0795
P 0.6498 -1.3895 -1.6201
C 2.2610 -1.9044 -2.3000
C 3.3394 -2.1511 -1.4514
C 4.6110 -2.3610 -1.9644
C 4.8271 -2.3184 -3.3337
C 3.7636 -2.0603 -4.1873
C 2.4928 -1.8490 -3.6755
C -0.5936 -2.1807 -2.7035
C -1.8761 -1.6325 -2.6619
C -2.8999 -2.1619 -3.4340
C -2.6487 -3.2411 -4.2680
C -1.3770 -3.7974 -4.3154
C -0.3581 -3.2757 -3.5335
H -0.2839 -2.2156 3.2348
H 0.1767 -4.6216 3.0883
H 0.8370 -5.6147 0.9149
H 1.0431 -4.1989 -1.0768
H 3.1931 -2.1881 -0.3784
H 5.4335 -2.5586 -1.2898
H 5.8186 -2.4826 -3.7336
H 3.9207 -2.0278 -5.2575
H 1.6764 -1.6516 -4.3600
H -2.0785 -0.7824 -2.0171
H -3.8904 -1.7289 -3.3872
H -3.4424 -3.6498 -4.8791
H -1.1801 -4.6449 -4.9587
H 0.6236 -3.7305 -3.5684
N 0.0115 2.8514 -4.0518
C -0.0235 1.7897 -3.2548
N -0.1877 2.1973 -2.0108
C -0.2438 3.5619 -2.1140
N -0.1252 3.9913 -3.3460
C -0.4393 4.4550 -0.9581
C -0.5008 5.8393 -1.0794
N -0.7135 6.6080 -0.0200
C -0.8672 5.9943 1.1480
C -0.7956 4.6114 1.2662
N -0.5753 3.8420 0.2093
H 0.1253 2.8843 -5.0519
H 0.0560 0.7667 -3.5851
H -0.3768 6.3223 -2.0403
H -1.0505 6.6165 2.0155
H -0.9196 4.1273 2.2276
C -1.8343 3.2733 5.0436
Ge -1.1592 1.4604 4.8064
C 0.5154 1.1819 5.7564
C -2.4784 0.1052 5.2603
C -0.7822 1.3246 2.8613
H -2.1964 3.4134 6.0617
H -2.6623 3.4766 4.3633
H -1.0473 4.0078 4.8669
H 0.3703 1.3076 6.8293
H 1.2720 1.8960 5.4308
H 0.8953 0.1743 5.5858
H -2.7400 0.1769 6.3159
H -2.0808 -0.8938 5.0810
H -3.3899 0.2246 4.6748
H 0.0924 1.9049 2.5637
H -1.6232 1.6407 2.2425
```

HOMO energy: -0.3651 Ha
ΔE to the lowest compared entry with this formula, charge and spin: 113.4 kJ/mol
Net charge: +1
Multiplicity: 1
Max |F|: 0.569 eV/A